ORCA calculation (wB97M-V/def2-TZVPD) on a gas-phase ion, C3H9N3P (charge +1).

```
16
Properties=species:S:1:pos:R:3:mulliken_charge:R:1
C -1.7378 1.2357 0.0604 -0.9346
N -0.4413 0.7116 0.2172 -0.1149
C 0.0027 -0.5337 0.1505 0.9345
C -1.0862 -1.5267 -0.1864 -1.3134
N 1.2507 -0.8743 0.3582 -0.3668
P 2.6840 -0.2956 0.2043 0.4039
N 2.8685 1.1747 -0.2073 -0.4790
H -2.1364 1.0605 1.0317 0.4278
H -1.8799 2.3195 -0.2112 0.3047
H -2.4332 0.4900 -0.5381 0.2715
H 0.1332 1.5333 0.1647 0.2910
H -2.0197 -1.4611 0.5344 0.3480
H -0.6093 -2.4403 0.0107 0.3315
H -1.5245 -1.4538 -1.1429 0.3965
H 3.3108 -1.5640 0.2305 0.2194
H 3.6186 1.6244 -0.6767 0.2797
```

Kohn-Sham gap (alpha / beta)	0.3347 / 0.3347	hartree
HOMO (alpha / beta)	-14.338 / -14.337	eV
calculated total energy	-17007.313	eV
structure (SMILES)	CN/C(C)=N\[PH]#[NH+]
charge	+1

ORCA calculation (wB97M-V/def2-TZVPD) on a gas-phase ion, C3H9N4 (charge +1).

```
16
Properties=species:S:1:pos:R:3:mulliken_charge:R:1
N 2.1609 0.6974 -0.1420 -0.4540
C 1.3311 -0.4035 -0.3171 -0.4449
N 0.0238 -0.3086 0.4519 -0.1837
C -1.0774 -1.2802 0.0171 -0.2934
N -2.2105 -0.4133 -0.2730 -0.3869
C -1.9576 0.8069 -0.1341 -0.0529
N -0.6988 1.2642 0.2145 -0.3050
H 2.7788 0.7038 0.6870 0.2832
H 1.7166 1.6129 -0.2592 0.2035
H 1.7565 -1.2993 0.1192 0.4422
H 1.1630 -0.8730 -1.2452 0.3313
H 0.0668 -0.3248 1.5207 0.4492
H -1.4125 -1.7613 0.8934 0.3364
H -0.7956 -1.7805 -0.8627 0.3445
H -2.7664 1.4301 -0.4142 0.4588
H -0.0786 1.9292 -0.2563 0.2718
```

Kohn-Sham gap	0.3725	hartree
HOMO	-14.596	eV
calculated total energy	-9207.377	eV
structure (SMILES)	NC[N@@H+]1CN=CN1
charge	+1

ORCA calculation (wB97M-V/def2-TZVPD) on a gas-phase ion, C3H9N4 (charge +1).

```
16
Properties=species:S:1:pos:R:3:mulliken_charge:R:1
C -2.0278 0.3105 -0.5151 -0.8917
N -1.1026 -0.0277 0.5460 -0.1727
C 0.1520 0.7967 0.6794 -0.5177
C 1.2948 0.0021 0.0040 0.5688
N 2.4500 0.5572 -0.1988 -0.3611
N 0.9902 -1.2593 -0.1763 -0.7185
N -0.3463 -1.4787 0.1310 0.0647
H -1.5835 0.3187 -1.5418 0.3555
H -2.7141 -0.4625 -0.4093 0.3853
H -2.6560 1.1876 -0.4211 0.3438
H 0.4519 0.9973 1.6570 0.3863
H 0.2042 1.7886 0.1047 0.3171
H 2.8634 1.4431 -0.0967 0.2182
H 3.2319 -0.1195 -0.1674 0.2906
H -0.8440 -1.9869 -0.6136 0.3745
H -0.3642 -2.0673 1.0181 0.3570
```

Kohn-Sham gap	0.4124	hartree
HOMO	-14.430	eV
calculated total energy	-9207.914	eV
structure (SMILES)	CN1CC(N)=N[NH2+]1
charge	+1

ORCA calculation (wB97M-V/def2-TZVPD) on 2 unconnected molecules or ions with the total composition C3H9N4.

```
16
Properties=species:S:1:pos:R:3:mulliken_charge:R:1
C -1.8384 0.0319 -0.7332 0.6091
C -0.1211 1.4199 -0.1805 -0.4152
C 0.0548 0.4348 0.9413 0.0158
N -1.2490 1.0476 -1.0211 -0.2952
N -0.7484 -0.5280 0.9791 -0.4328
N -2.6753 -0.8857 -1.0122 -0.3624
N 2.7498 -0.7945 -0.2303 -0.7570
H -0.2458 2.3952 0.4223 0.3243
H 0.7590 1.4549 -0.7433 0.3235
H 0.7860 0.7861 1.7021 0.4077
H -0.9857 -1.1204 1.7442 0.2635
H -3.5161 -0.8625 -1.5983 0.2791
H -2.5885 -1.7119 -0.4385 0.2607
H 3.2657 -0.1913 -0.8927 0.2574
H 3.0887 -1.7358 -0.5697 0.2718
H 3.3907 -0.5879 0.5355 0.2497
```

Kohn-Sham gap	0.3791	hartree
HOMO	-14.262	eV
calculated total energy	-9208.960	eV
charge	+1

ORCA calculation (wB97M-V/def2-TZVPD) on a gas-phase ion, C3H9N4 (charge +1).

```
16
Properties=species:S:1:pos:R:3:mulliken_charge:R:1
C -0.6484 -0.6195 -0.3548 0.7004
C -1.4763 0.1541 0.6840 -0.7246
C 1.6438 -0.5075 -1.2431 -0.8346
N -1.2710 -1.5306 -1.0100 -0.5289
N -0.7460 1.3354 1.0325 -0.0809
N 0.6692 -0.3938 -0.2744 -0.1821
N 0.5599 1.0812 1.2655 -0.1988
H -2.5399 0.3869 0.4846 0.3803
H -1.7386 -0.4375 1.6771 0.2370
H 1.5127 -1.3924 -1.7954 0.3281
H 1.5522 0.2933 -1.8892 0.3784
H 2.5303 -0.4665 -0.7172 0.3162
H -0.7888 -2.1806 -1.5844 0.2548
H -0.9819 2.1120 0.3779 0.3332
H 1.1682 1.8737 1.4468 0.2977
H 0.5547 0.2918 1.9000 0.3239
```

Kohn-Sham gap (alpha / beta)	0.2895 / 0.2741	hartree
HOMO (alpha / beta)	-13.941 / -13.414	eV
calculated total energy	-9205.586	eV
charge	+1

ORCA calculation (wB97M-V/def2-TZVPD) on a gas-phase ion, C3H9N4 (charge +1).

```
16
Properties=species:S:1:pos:R:3:mulliken_charge:R:1
H 1.7647 0.5333 1.0508 0.4212
N 2.2751 -0.0711 0.4317 -0.5694
N 1.7910 -0.9892 -0.2246 0.3294
N 0.4827 -1.2502 -0.1890 -0.0050
C -0.5258 -0.4418 0.4547 0.0945
N -1.6916 -0.9821 -0.1142 -0.6436
C -0.2236 1.1304 0.5591 -0.7136
C 0.3246 1.5626 -0.5763 -0.5786
H 2.5101 -1.3746 -0.9215 0.3449
H 0.1120 -1.9539 -0.7715 0.3784
H -0.6900 -0.8921 1.5562 0.3001
H -2.5782 -0.6899 0.3046 0.2839
H -1.6558 -0.5889 -1.0442 0.2315
H -0.3012 1.4776 1.5126 0.5298
H 0.7376 2.5922 -0.5318 0.2540
H 0.2740 1.0896 -1.4751 0.3425
```

Kohn-Sham gap (alpha / beta)	0.3337 / 0.3338	hartree
HOMO (alpha / beta)	-14.157 / -14.157	eV
calculated total energy	-9205.743	eV
structure (SMILES)	[H]/N=[NH+]\N[C@H](N)C=C
charge	+1

ORCA calculation (wB97M-V/def2-TZVPD) on a gas-phase ion, C3H9N4 (charge +1).

```
16
Properties=species:S:1:pos:R:3:mulliken_charge:R:1
C -1.3193 -0.1501 -0.4517 -0.5200
C -0.9068 0.9495 0.5460 -0.4996
N 0.4418 0.5988 0.7821 -0.1923
C 1.3748 0.7760 -0.3963 -0.2028
N 1.7612 -0.6596 -0.2006 -0.4412
N 0.5424 -0.7750 0.7115 0.5135
N -0.5336 -1.3692 -0.0931 -0.4780
H -2.3389 -0.3842 -0.5492 0.4741
H -0.9669 0.1688 -1.3890 0.2648
H -1.2127 1.9975 0.1082 0.2932
H -1.4237 0.9537 1.5479 0.3026
H 2.2568 1.2246 -0.1284 0.2769
H 0.9055 1.0813 -1.3902 0.2333
H 1.6652 -1.1268 -1.0544 0.3072
H 0.9198 -1.2854 1.4907 0.3209
H -1.1655 -2.0001 0.4665 0.3477
```

Kohn-Sham gap	0.4427	hartree
HOMO	-15.168	eV
calculated total energy	-9205.811	eV
structure (SMILES)	C1CN2CN[N@@H+]2N1
charge	+1

ORCA calculation (wB97M-V/def2-TZVPD) on a molecular structure, C3H9N4.

```
16
Properties=species:S:1:pos:R:3:mulliken_charge:R:1
C -0.6925 -0.5345 -1.3276 -0.1167
C -0.3370 0.4940 0.9451 0.5044
C 0.1181 1.9232 1.4599 -0.9742
N -0.3236 -1.3995 -2.2598 -0.2985
N -1.4692 0.0272 1.2976 -0.5522
N 0.5497 0.0263 -0.0376 0.2074
N 1.5054 -0.8269 0.3080 -0.3882
H -1.4920 0.2132 -1.5154 0.3659
H -0.2583 2.0758 2.4490 0.3398
H -0.2565 2.7413 0.8064 0.2688
H 1.2091 1.9503 1.4481 0.3363
H -0.7440 -1.4599 -3.1684 0.2523
H -1.9408 -0.8289 0.9570 0.2826
H 1.3903 -1.4974 1.0247 0.2675
H 0.4149 -2.0151 -2.0118 0.2119
H 2.3265 -0.8891 -0.3751 0.2928
```

Kohn-Sham gap (alpha / beta)	0.3089 / 0.2555	hartree
multiplicity	3
HOMO (alpha / beta)	-11.843 / -14.095	eV
calculated total energy	-9204.545	eV
charge	+1

ORCA calculation (wB97M-V/def2-TZVPD) on a gas-phase ion, C3H9N4 (charge +1).

```
16
Properties=species:S:1:pos:R:3:mulliken_charge:R:1
C 0.5485 -0.9435 -0.7972 -0.6114
C 1.5733 -0.4516 -0.1095 -0.0706
C -0.8547 -0.6166 -0.2458 0.0422
N -0.8147 0.8258 0.2079 0.0151
N -1.1963 -1.3915 0.8358 -0.5883
N -0.8121 1.6806 -0.7182 -0.3301
N 1.1411 0.5177 0.8728 -0.3949
H 0.7160 -1.4882 -1.6520 0.4588
H 2.6376 -0.3007 -0.4016 0.3759
H -1.6190 -0.7123 -1.1542 0.4257
H -0.5846 -1.1605 1.5362 0.2203
H -2.1744 -1.2470 1.1139 0.2864
H -1.0486 2.6308 -0.4585 0.2477
H -0.7071 1.2848 -1.6779 0.2870
H 1.3298 0.1135 1.8383 0.2964
H 1.8653 1.2588 0.8100 0.3398
```

Kohn-Sham gap (alpha / beta)	0.3298 / 0.2416	hartree
multiplicity	3
HOMO (alpha / beta)	-12.176 / -14.111	eV
calculated total energy	-9204.581	eV
charge	+1

ORCA calculation (wB97M-V/def2-TZVPD) on 2 unconnected molecules or ions with the total composition C3H9N4.

```
16
Properties=species:S:1:pos:R:3:mulliken_charge:R:1
C 0.4278 -0.6258 0.5288 0.2884
C 1.1679 -1.9527 0.7383 -1.0326
C 0.4338 1.6913 -0.2108 -0.7961
N -4.7302 1.0540 -1.3169 -0.5492
N -3.6186 0.9764 -0.8917 0.8005
N 1.0962 0.3997 0.0696 -0.1315
N -2.6182 0.6776 -0.4613 -0.5006
H 1.3235 -2.0180 1.8357 0.3140
H 0.5785 -2.8032 0.2807 0.3350
H 2.2171 -1.9463 0.2019 0.2935
H -0.2174 2.1441 0.6153 0.3153
H 1.2015 2.3858 -0.4870 0.3245
H -0.2608 1.6094 -1.0456 0.3040
H -5.3286 1.9675 -1.3620 0.2719
H 2.0888 0.5075 -0.0406 0.3241
H -0.6089 -0.6838 0.7548 0.4388
```

Kohn-Sham gap (alpha / beta)	0.1593 / 0.2981	hartree
multiplicity	3
HOMO (alpha / beta)	-8.995 / -14.066	eV
calculated total energy	-9203.517	eV
charge	+1

ORCA calculation (wB97M-V/def2-TZVPD) on 2 unconnected molecules or ions with the total composition C3H9N4O.

```
17
Properties=species:S:1:pos:R:3:mulliken_charge:R:1
C 1.9349 0.0269 -0.4561 0.5145
C -1.5605 0.9960 -0.7923 -1.2113
C -1.0328 1.1370 0.6615 -0.1468
N 1.3800 -1.1224 -0.6949 -0.2928
N 2.2065 -0.8711 0.6986 -0.3429
N -0.3233 0.0419 1.1780 -0.0343
N -0.6182 -1.1231 0.8657 -0.0688
O 2.1929 1.1148 -0.7764 -0.3865
H -0.9544 0.6863 -1.6297 0.3281
H -2.3695 0.3044 -0.8216 0.4638
H -1.9976 1.9669 -1.0641 0.3413
H -0.6150 2.1930 0.7316 0.2876
H -1.8682 1.1412 1.3259 0.3365
H 1.6948 -1.7802 -1.3871 0.2848
H 3.1328 -1.3980 0.6804 0.2915
H -1.0245 -1.4307 -0.0217 0.2975
H -0.1777 -1.8830 1.5020 0.3379
```

Kohn-Sham gap	0.3048	hartree
HOMO	-14.224	eV
calculated total energy	-11252.721	eV
charge	+1

ORCA calculation (wB97M-V/def2-TZVPD) on a gas-phase ion, C3H9N4O (charge +1).

```
17
Properties=species:S:1:pos:R:3:mulliken_charge:R:1
N 1.1845 -1.4870 0.7308 -0.5127
N 0.6928 -0.8663 -0.4067 0.1337
C -0.7750 -1.2646 -0.6688 -0.2327
O -1.5716 -0.0025 -0.7774 -0.3963
C -1.6364 0.6779 0.5359 -0.1636
N -0.2549 1.3001 0.7861 -0.3671
C 0.6345 0.6435 -0.2734 0.1767
N 1.3294 1.4794 -1.1209 -0.2642
H 2.1153 -1.9653 0.5495 0.2804
H 1.2559 -0.8445 1.5498 0.2364
H -0.7762 -1.7229 -1.7612 0.2869
H -1.2033 -1.9909 0.1430 0.2985
H -2.5045 1.4922 0.5262 0.2859
H -1.7918 -0.1155 1.3926 0.2846
H 0.0835 1.0959 1.7526 0.3206
H 2.0497 2.1887 -0.7930 0.3067
H 1.1680 1.3819 -2.1649 0.3261
```

Kohn-Sham gap	0.2840	hartree
HOMO	-14.040	eV
calculated total energy	-11253.026	eV
structure (SMILES)	NN1COCNC1=[NH2+]
charge	+1